{"formula": "H16O8", "method": "ωB97M-V with the def2-TZVPD basis set", "elements": ["O", "H", "H", "O", "H", "H", "O", "H", "H", "O", "H", "H", "O", "H", "H", "O", "H", "H", "O", "H", "H", "O", "H", "H"], "positions_angstrom": [[-1.250, 21.063, 11.175], [-0.308, 20.897, 11.190], [-1.412, 21.452, 10.316], [3.052, 20.906, 17.393], [2.526, 21.043, 18.180], [2.653, 20.148, 16.966], [0.097, 17.906, 13.771], [0.382, 17.306, 13.082], [-0.317, 18.630, 13.302], [1.600, 19.914, 11.103], [1.926, 20.403, 10.347], [1.853, 19.007, 10.929], [1.594, 22.974, 15.269], [1.664, 22.183, 14.734], [0.967, 22.745, 15.954], [1.530, 19.125, 15.857], [1.312, 18.477, 15.187], [0.927, 18.938, 16.577], [2.153, 20.968, 13.493], [1.986, 20.613, 12.619], [1.911, 20.259, 14.089], [4.791, 21.588, 15.065], [4.279, 21.453, 14.268], [4.318, 21.099, 15.739]], "forces_ev_per_a": [[-0.23, -0.10, 0.14], [0.33, -0.12, 0.08], [-0.15, 0.12, -0.17], [0.23, 0.07, 0.26], [0.03, 0.19, 0.21], [-0.12, -0.31, -0.35], [0.25, -0.13, 0.14], [0.02, -0.29, -0.13], [-0.27, 0.38, -0.09], [-0.27, -0.06, -0.26], [0.19, 0.27, -0.27], [0.07, -0.32, 0.00], [-0.26, 0.55, 0.31], [0.18, -0.12, -0.45], [-0.05, 0.04, 0.20], [0.31, 0.28, 0.24], [-0.28, -0.44, -0.43], [-0.28, -0.02, 0.14], [0.30, 0.12, 0.39], [-0.05, -0.05, -0.44], [-0.02, -0.24, 0.47], [0.59, -0.06, -0.20], [-0.31, 0.06, -0.19], [-0.19, 0.16, 0.39]], "lowdin_charge": [-0.050, -0.017, 0.032, -0.044, 0.042, -0.016, -0.026, 0.053, 0.051, -0.021, 0.080, 0.074, -0.058, -0.037, 0.020, -0.045, 0.011, 0.064, -0.041, -0.013, 0.013, -0.056, -0.002, -0.015], "e_tot_ev": -16639.8324, "lumo_energy_ev": -0.51, "smiles": "O.O.O.O.O.O.O.O", "e_above_lowest_ev": 2.178}